1) ORCA calculation (ωB97M-V with the def2-TZVPD basis set) on a molecular structure, C20H22BN7O3RuS2.

ORCA input file:
```
! wB97M-V def2-TZVPD RIJCOSX def2/J DEFGRID3
* xyz 1 2
Ru -0.01 -0.37 -0.25
O -1.36 -1.51 -3.95
C -0.76 -1.13 -2.98
N -1.19 -1.13 -1.67
C -2.22 -1.99 -1.33
O -3.24 -2.18 -1.95
C -1.91 -2.75 -0.07
C -2.81 -3.69 0.38
C -2.51 -4.41 1.52
C -1.31 -4.14 2.16
C -0.47 -3.18 1.65
N -0.74 -2.48 0.53
C 0.67 -0.70 -3.08
C 1.29 -0.69 -4.31
C 2.61 -0.29 -4.38
C 3.22 0.14 -3.21
C 2.54 0.14 -2.01
N 1.27 -0.34 -1.93
H -3.73 -3.83 -0.18
H -3.19 -5.17 1.90
H -1.02 -4.67 3.06
H 0.45 -2.96 2.15
H 0.72 -1.00 -5.17
H 3.14 -0.28 -5.32
H 4.23 0.51 -3.23
H 3.54 -0.03 -0.08
C 2.20 -1.43 1.84
N 1.73 -0.27 1.10
C 3.28 0.73 -0.81
C 2.55 1.91 -0.22
N 1.88 2.03 0.86
B 1.22 3.45 1.19
N -0.33 3.18 1.28
C -1.17 3.68 2.24
C -2.44 3.39 1.89
N -2.37 2.69 0.70
C -3.50 2.13 -0.03
C -1.08 2.57 0.36
S -0.49 1.75 -1.06
C 1.71 0.88 1.76
S 1.51 1.15 3.38
H 3.27 -1.29 2.04
H 2.09 -2.32 1.23
H 1.72 -1.55 2.81
H 4.20 1.15 -1.22
H 2.58 2.81 -0.81
H 1.45 4.15 0.25
H 1.60 3.87 2.24
H -0.78 4.21 3.10
H -3.38 3.61 2.36
H -4.38 2.20 0.60
H -3.31 1.09 -0.27
H -3.67 2.68 -0.95
O -1.17 0.03 1.59
H -0.56 0.39 2.27
H -1.60 -0.73 2.00
*
```

Values from the calculation:
M   584.46 g mol⁻¹
Highest occupied orbital energy (alpha / beta)   -11.3511 / -11.2724 eV

---

2) ORCA calculation (ωB97M-V with the def2-TZVPD basis set) on a molecular structure, C20H22BN7O3RuS2.

ORCA input file:
```
! wB97M-V def2-TZVPD RIJCOSX def2/J DEFGRID3
* xyz 1 2
Ru 0.10 -0.35 -0.04
O -2.73 1.59 2.19
C -1.92 0.85 1.70
N -1.16 1.07 0.56
C -1.45 2.11 -0.31
O -2.36 2.89 -0.25
C -0.50 2.10 -1.47
C -0.32 3.23 -2.24
C 0.58 3.18 -3.29
C 1.25 1.99 -3.54
C 1.01 0.90 -2.72
N 0.14 0.94 -1.70
C -1.62 -0.49 2.30
C -2.49 -1.09 3.18
C -2.13 -2.30 3.74
C -0.89 -2.84 3.42
C -0.08 -2.18 2.52
N -0.44 -1.02 1.94
H -0.89 4.11 -2.00
H 0.76 4.05 -3.91
H 1.96 1.90 -4.35
H 1.54 -0.03 -2.87
H -3.42 -0.58 3.42
H -2.80 -2.81 4.42
H -0.56 -3.77 3.86
H 0.89 -2.56 2.26
C -0.04 -2.38 -3.48
N 1.27 -2.35 -2.85
C 2.48 -2.16 -3.49
C 3.43 -2.18 -2.54
N 2.83 -2.41 -1.32
B 3.69 -2.67 -0.03
N 3.27 -1.84 1.26
C 3.56 -2.34 2.51
C 3.21 -1.43 3.44
N 2.69 -0.36 2.76
C 2.13 0.86 3.35
C 2.74 -0.63 1.44
S 2.20 0.47 0.19
C 1.50 -2.49 -1.52
S 0.31 -2.78 -0.34
H 0.10 -2.25 -4.55
H -0.67 -1.58 -3.09
H -0.52 -3.33 -3.28
H 2.54 -2.02 -4.56
H 4.50 -2.07 -2.62
H 3.58 -3.82 0.30
H 4.81 -2.36 -0.34
H 4.00 -3.32 2.63
H 3.27 -1.45 4.52
H 2.05 0.71 4.42
H 1.15 1.05 2.92
H 2.78 1.71 3.15
O -2.10 -0.97 -0.86
H -2.37 -1.86 -0.60
H -2.83 -0.38 -0.62
*
```

Values from the calculation:
M   584.46 g mol⁻¹
Highest occupied orbital energy (alpha / beta)   -10.7685 / -11.1163 eV

---

Energetically preferred structure: 2) | next structure: +175.6 kJ/mol

---

1) ORCA calculation (ωB97M-V with the def2-TZVPD basis set) on 2 unconnected molecules or ions with the total composition CH8NO.

ORCA input file:
```
! wB97M-V def2-TZVPD RIJCOSX def2/J DEFGRID3
* xyz 1 1
C 1.11 0.61 -0.74
N -0.08 0.87 0.16
H 1.84 1.33 -0.39
H 0.87 0.64 -1.79
H 1.48 -0.39 -0.54
H 0.19 1.34 1.02
H -0.85 1.38 -0.27
H -0.56 -0.05 0.43
H -1.61 -1.91 1.43
H -1.11 -2.30 0.08
O -1.29 -1.52 0.62
*
```

Values from the calculation:
M   50.08 g mol⁻¹
Highest occupied orbital energy   -17.0595 eV

---

2) ORCA calculation (ωB97M-V with the def2-TZVPD basis set) on 2 unconnected molecules or ions with the total composition CH8NO.

ORCA input file:
```
! wB97M-V def2-TZVPD RIJCOSX def2/J DEFGRID3
* xyz 1 1
N -1.40 -0.46 0.97
H -1.36 -0.28 -0.07
H -0.54 -1.08 1.22
H -1.94 -1.29 1.25
H -1.47 0.44 1.56
C 1.16 0.81 -0.84
O 0.50 -0.46 -0.68
H 0.46 1.62 -0.46
H 1.54 0.90 -1.89
H 1.91 0.99 -0.12
H 1.13 -1.19 -0.93
*
```

Values from the calculation:
M   50.08 g mol⁻¹
Highest occupied orbital energy   -15.2386 eV

---

Energetically preferred structure: 1) | next structure: +144.4 kJ/mol

---

1) ORCA calculation (ωB97M-V with the def2-TZVPD basis set) on a molecular structure, C32H29IIrN3O.

ORCA input file:
```
! wB97M-V def2-TZVPD RIJCOSX def2/J DEFGRID3
* xyz 1 2
Ir -0.05 0.05 0.39
I -0.35 2.36 2.17
C -1.45 3.28 0.69
C -2.08 4.45 0.99
C -2.76 5.14 -0.03
C -2.72 4.66 -1.30
C -2.04 3.46 -1.63
C -1.93 3.07 -2.97
C -1.18 1.99 -3.31
C -0.59 1.21 -2.30
C -0.73 1.48 -0.95
C -1.41 2.69 -0.60
H -2.06 4.84 2.00
H -3.26 6.07 0.20
H -3.20 5.21 -2.10
H -2.42 3.67 -3.74
H -1.06 1.70 -4.34
H 0.01 0.36 -2.61
O -0.68 -0.78 2.68
C 0.21 -0.85 3.78
C 1.62 -0.60 3.32
C 2.65 -0.82 4.23
C 3.94 -0.52 3.86
C 4.17 0.01 2.60
C 3.10 0.18 1.75
N 1.83 -0.13 2.09
H -1.51 -0.38 2.95
H 0.15 -1.84 4.25
H -0.05 -0.11 4.54
H 2.42 -1.22 5.21
H 4.76 -0.68 4.55
H 5.16 0.28 2.27
H 3.24 0.58 0.76
C 0.81 -3.21 0.87
N 0.75 -2.28 -0.26
C -0.02 -2.89 -1.36
C 2.11 -2.00 -0.74
C 2.29 -0.61 -1.27
C 3.33 -0.36 -2.16
C 3.70 0.93 -2.47
C 3.06 2.00 -1.85
C 1.99 1.76 -1.00
C 1.57 0.45 -0.74
H 1.28 -4.16 0.58
H -0.20 -3.43 1.21
H 1.38 -2.77 1.69
H 0.50 -3.79 -1.71
H -0.10 -2.18 -2.18
H -1.02 -3.16 -1.03
H 2.40 -2.73 -1.51
H 2.80 -2.14 0.10
H 3.88 -1.19 -2.59
H 4.51 1.12 -3.17
H 3.36 3.01 -2.06
H 1.50 2.60 -0.54
N -6.18 -3.95 -1.28
C -5.28 -3.27 -1.05
C -4.14 -2.43 -0.76
C -3.75 -1.43 -1.63
C -2.62 -0.66 -1.36
C -1.83 -0.86 -0.23
C -2.28 -1.87 0.65
C -3.41 -2.63 0.40
H -4.32 -1.25 -2.53
H -2.39 0.10 -2.08
H -1.74 -2.11 1.54
H -3.70 -3.40 1.10
*
```

Values from the calculation:
M   790.73 g mol⁻¹
Highest occupied orbital energy (alpha / beta)   -10.4733 / -10.4566 eV

---

2) ORCA calculation (ωB97M-V with the def2-TZVPD basis set) on a molecular structure, C32H29IIrN3O.

ORCA input file:
```
! wB97M-V def2-TZVPD RIJCOSX def2/J DEFGRID3
* xyz 1 2
Ir 0.38 -0.10 0.16
I -0.20 -1.36 2.96
C -2.17 -0.58 2.70
C -2.93 -0.44 3.83
C -4.26 -0.03 3.72
C -4.81 0.17 2.48
C -4.04 0.01 1.31
C -4.63 0.16 0.04
C -3.87 0.05 -1.09
C -2.49 -0.17 -1.00
C -1.85 -0.32 0.22
C -2.65 -0.31 1.40
H -2.51 -0.65 4.81
H -4.85 0.09 4.62
H -5.84 0.47 2.38
H -5.69 0.36 -0.02
H -4.33 0.15 -2.07
H -1.93 -0.20 -1.92
O 2.90 -0.82 -0.48
C 3.35 -2.12 -0.21
C 2.18 -3.07 -0.09
C 2.41 -4.44 -0.08
C 1.35 -5.31 0.02
C 0.07 -4.78 0.10
C -0.08 -3.41 0.08
N 0.95 -2.57 0.00
H 3.60 -0.18 -0.32
H 3.91 -2.16 0.74
H 4.01 -2.48 -1.01
H 3.42 -4.81 -0.16
H 1.51 -6.38 0.03
H -0.80 -5.42 0.18
H -1.06 -2.96 0.15
C -1.22 2.81 0.98
N -0.23 2.52 -0.05
C -0.73 3.02 -1.33
C 1.03 3.18 0.28
C 1.77 2.48 1.38
C 2.53 3.22 2.28
C 3.32 2.59 3.22
C 3.37 1.21 3.26
C 2.59 0.47 2.39
C 1.76 1.08 1.45
H -1.42 3.89 1.03
H -0.85 2.49 1.95
H -2.15 2.30 0.75
H -0.81 4.11 -1.32
H -1.71 2.59 -1.54
H -0.05 2.73 -2.14
H 0.86 4.23 0.55
H 1.67 3.17 -0.61
H 2.50 4.30 2.23
H 3.89 3.18 3.92
H 4.00 0.69 3.97
H 2.64 -0.61 2.44
N 0.51 -0.10 -7.43
C 0.57 -0.09 -6.29
C 0.63 -0.12 -4.87
C 1.38 0.83 -4.17
C 1.43 0.77 -2.78
C 0.74 -0.21 -2.08
C 0.06 -1.19 -2.80
C -0.03 -1.13 -4.18
H 1.91 1.60 -4.70
H 2.04 1.50 -2.26
H -0.42 -2.02 -2.29
H -0.61 -1.86 -4.73
*
```

Values from the calculation:
M   790.73 g mol⁻¹
Highest occupied orbital energy (alpha / beta)   -10.5146 / -10.7671 eV

---

Energetically preferred structure: 1) | next structure: +119.5 kJ/mol

---

1) ORCA calculation (ωB97M-V with the def2-TZVPD basis set) on a gas-phase ion, C3H11N2S (charge +1).

ORCA input file:
```
! wB97M-V def2-TZVPD RIJCOSX def2/J DEFGRID3
* xyz 1 1
N 0.09 1.64 -0.46
C -0.02 0.06 -0.49
C 1.31 -0.58 -0.79
S 1.03 -2.16 -1.76
C -0.65 -0.47 0.82
N -1.44 0.63 1.39
H -0.31 1.90 0.46
H 1.06 1.94 -0.42
H -0.45 1.91 -1.26
H -0.67 0.00 -1.36
H 1.93 0.04 -1.45
H 1.79 -0.85 0.14
H 1.26 -2.94 -0.67
H 0.08 -0.78 1.57
H -1.21 -1.35 0.50
H -1.37 0.66 2.41
H -2.43 0.37 1.37
*
```

Values from the calculation:
M   107.20 g mol⁻¹
Highest occupied orbital energy   -13.0634 eV
SMILES   NC[C@@H]([NH3+])CS

---

2) ORCA calculation (ωB97M-V with the def2-TZVPD basis set) on 3 unconnected molecules or ions with the total composition C3H11N2S.

ORCA input file:
```
! wB97M-V def2-TZVPD RIJCOSX def2/J DEFGRID3
* xyz 1 1
C 1.96 -0.70 -0.62
C 0.95 0.97 0.45
C -1.95 -0.17 0.12
N -2.28 0.33 -1.00
N 0.76 -0.36 0.11
S -2.81 -0.21 1.49
H 2.12 -0.08 -1.50
H 2.86 -0.60 -0.04
H 1.89 -1.74 -1.06
H 0.75 1.64 -0.48
H 1.98 1.18 0.73
H 0.39 1.19 1.28
H -2.97 1.10 -0.94
H -1.76 0.22 -1.80
H -0.65 -0.85 0.13
H 0.79 -0.91 0.92
H -2.03 -0.99 2.20
*
```

Values from the calculation:
M   107.20 g mol⁻¹
Highest occupied orbital energy   -13.5860 eV

---

Energetically preferred structure: 1) | next structure: +232.4 kJ/mol

---

1) ORCA calculation (ωB97M-V with the def2-TZVPD basis set) on 4 unconnected molecules or ions with the total composition C3H14O4.

ORCA input file:
```
! wB97M-V def2-TZVPD RIJCOSX def2/J DEFGRID3
* xyz 0 1
O 1.99 -2.39 0.05
H 2.66 -1.72 -0.09
H 1.20 -2.03 -0.36
O -2.06 -1.98 3.12
H -2.58 -1.96 3.92
H -1.83 -2.90 3.00
O -0.43 -0.07 2.03
H 0.19 -0.78 1.87
H -1.17 -0.50 2.47
C 1.45 1.27 -1.14
C -0.02 1.17 -1.04
C -0.82 1.53 -2.20
O -0.30 -0.17 -0.72
H 1.84 0.62 -1.92
H 1.90 0.99 -0.18
H 1.83 2.26 -1.36
H -0.19 1.89 -0.24
H -1.05 0.75 -2.93
H -0.30 2.36 -2.67
H -1.80 1.83 -1.83
H -0.50 -0.17 0.22
*
```

Values from the calculation:
M   114.14 g mol⁻¹
Highest occupied orbital energy   -9.8970 eV
SMILES   CC(C)O.O.O.O

---

2) ORCA calculation (ωB97M-V with the def2-TZVPD basis set) on 4 unconnected molecules or ions with the total composition C3H14O4.

ORCA input file:
```
! wB97M-V def2-TZVPD RIJCOSX def2/J DEFGRID3
* xyz 0 1
C -0.14 1.30 -1.35
O 1.09 1.42 -0.57
C -1.23 0.94 -0.44
C -2.67 0.85 -0.97
H -0.09 2.30 -1.81
H -0.04 0.45 -2.29
H 1.17 0.48 -0.36
H -1.01 -0.11 0.09
H -1.26 1.76 0.23
H -2.84 0.43 -2.05
H -3.30 0.32 -0.20
H -2.95 1.89 -1.10
H 1.86 -3.20 2.32
H 1.93 -1.73 1.90
O 2.20 -2.62 1.63
H 0.69 0.69 1.65
H 0.90 0.09 2.95
O 1.13 -0.09 2.03
H 1.57 -1.95 0.17
H 1.64 -1.87 -1.31
O 1.35 -1.35 -0.53
*
```

Values from the calculation:
M   114.14 g mol⁻¹
Highest occupied orbital energy   -9.8418 eV
SMILES   CCCO.O.O.O

---

Energetically preferred structure: 1) | next structure: +84.8 kJ/mol

---

1) ORCA calculation (ωB97M-V with the def2-TZVPD basis set) on a single C24H34N2O2 molecule.

ORCA input file:
```
! wB97M-V def2-TZVPD RIJCOSX def2/J DEFGRID3
* xyz 0 1
C 4.24 -2.69 -3.68
C 3.58 -3.08 -2.36
O 2.18 -3.17 -2.46
C 1.42 -2.04 -2.49
C 1.89 -0.74 -2.34
C 1.01 0.32 -2.38
C -0.36 0.13 -2.57
C -0.82 -1.17 -2.71
C 0.05 -2.24 -2.68
H -0.31 -3.25 -2.79
H -1.87 -1.35 -2.86
C -1.31 1.30 -2.55
N -1.84 1.64 -1.23
C -0.81 2.02 -0.28
H -0.18 1.16 0.00
C -1.46 2.62 0.98
N -2.46 1.76 1.57
C -3.36 1.19 0.60
C -2.68 0.62 -0.65
H -2.10 -0.29 -0.38
H -3.44 0.33 -1.37
H -4.04 1.99 0.26
H -3.97 0.42 1.08
C -2.14 0.98 2.74
H -3.10 0.72 3.20
C -1.32 -0.32 2.57
H -1.59 -0.80 1.63
H -1.60 -1.01 3.38
C 0.20 -0.12 2.62
C 0.89 -1.43 2.41
C 1.40 -2.15 3.49
C 2.00 -3.38 3.30
C 2.09 -3.92 2.03
C 1.59 -3.22 0.95
C 1.00 -1.98 1.14
H 0.61 -1.43 0.29
H 1.65 -3.63 -0.05
H 2.55 -4.88 1.88
H 2.39 -3.93 4.15
H 1.32 -1.74 4.49
H 0.50 0.59 1.84
H 0.47 0.31 3.59
H -1.61 1.64 3.44
C -2.10 3.98 0.64
H -2.52 3.94 -0.37
H -2.90 4.17 1.35
C -1.09 5.13 0.71
O -0.51 5.26 1.99
H -1.21 5.33 2.64
H -0.25 4.96 0.03
H -1.58 6.07 0.42
H -0.68 2.80 1.73
H -0.17 2.78 -0.74
H -0.81 2.20 -2.93
H -2.17 1.09 -3.19
H 1.39 1.33 -2.27
H 2.94 -0.54 -2.19
H 3.87 -2.38 -1.56
H 3.90 -4.08 -2.07
H 3.98 -3.41 -4.45
H 5.32 -2.68 -3.56
H 3.91 -1.71 -4.00
*
```

Values from the calculation:
M   382.55 g mol⁻¹
Highest occupied orbital energy   -7.7512 eV
SMILES   CCOc1ccc(CN2CCN(CCCc3ccccc3)[C@H](CCO)C2)cc1

---

2) ORCA calculation (ωB97M-V with the def2-TZVPD basis set) on a single C24H34N2O2 molecule.

ORCA input file:
```
! wB97M-V def2-TZVPD RIJCOSX def2/J DEFGRID3
* xyz 0 1
C 5.93 5.00 2.06
C 6.35 3.67 1.45
O 5.85 3.49 0.14
C 4.54 3.15 -0.04
C 3.63 2.85 0.96
C 2.33 2.50 0.64
C 1.91 2.44 -0.68
C 2.82 2.74 -1.68
C 4.12 3.09 -1.37
H 4.83 3.32 -2.15
H 2.52 2.70 -2.72
C 0.48 2.08 -1.01
N 0.04 0.94 -0.22
C 0.80 -0.24 -0.59
C 0.47 -1.41 0.32
N -0.94 -1.72 0.18
C -1.70 -0.56 0.58
H -2.77 -0.79 0.49
C -1.38 0.64 -0.32
C -2.27 1.83 0.08
H -2.20 2.61 -0.68
H -3.31 1.48 0.08
C -1.93 2.43 1.45
O -2.46 1.70 2.53
H -3.41 1.64 2.43
H -0.85 2.42 1.59
H -2.29 3.47 1.48
H -1.64 0.36 -1.37
H -1.49 -0.27 1.62
C -1.33 -2.91 0.93
C -0.89 -4.20 0.24
H 0.20 -4.30 0.27
H -1.32 -5.04 0.78
C -1.34 -4.24 -1.23
C -2.84 -4.17 -1.34
C -3.47 -2.98 -1.66
C -4.85 -2.91 -1.72
C -5.62 -4.03 -1.47
C -5.00 -5.23 -1.16
C -3.62 -5.30 -1.09
H -3.14 -6.24 -0.85
H -5.59 -6.11 -0.96
H -6.70 -3.98 -1.52
H -5.33 -1.97 -1.97
H -2.87 -2.10 -1.85
H -0.98 -5.17 -1.68
H -0.90 -3.39 -1.75
H -2.43 -2.91 0.99
H -0.94 -2.89 1.96
H 1.06 -2.28 0.01
H 0.73 -1.15 1.36
H 1.87 0.00 -0.51
H 0.59 -0.53 -1.64
H -0.15 2.94 -0.76
H 0.38 1.89 -2.09
H 1.63 2.26 1.42
H 3.91 2.88 2.00
H 7.44 3.65 1.32
H 6.07 2.83 2.09
H 6.25 5.82 1.43
H 4.85 5.06 2.17
H 6.38 5.12 3.04
*
```

Values from the calculation:
M   382.55 g mol⁻¹
Highest occupied orbital energy   -8.2643 eV
SMILES   CCOc1ccc(CN2CCN(CCCc3ccccc3)C[C@H]2CCO)cc1

---

Energetically preferred structure: 2) | next structure: +16.6 kJ/mol